# 1
Density functional theory data (wB97M-V/def2-TZVPD) for a 2-piece molecular cluster, C22H38NO6S overall.

## Properties
Relative energy (zero: lowest compared OMol25 entry of this formula, charge and spin) in kcal/mol: 31.9
Charge: -1
HOMO energy in hartree: -0.0891
LUMO level in eV: 2.3
Kohn-Sham gap in eV: 4.74
Multiplicity: 1

```
68
C22H38NO6S (wB97M-V/def2-TZVPD)
C 2.54854 2.51836 1.95464
C 1.54764 1.37089 2.09855
O 0.22939 1.74399 1.64123
C -0.23093 0.96235 0.60216
O -1.17658 0.23899 0.77568
C 0.49349 1.12135 -0.70749
C -0.44337 1.52680 -1.86755
C 0.30994 2.36350 -2.91055
C -0.28431 2.34147 -4.31464
C -0.68555 0.93768 -4.77610
C 0.27935 -0.22424 -4.56285
C -0.21456 -1.51799 -4.38065
C 0.63417 -2.59505 -4.17981
C 2.01264 -2.40245 -4.15106
C 2.53662 -1.12777 -4.33213
C 4.02364 -0.87954 -4.27481
C 1.66371 -0.06117 -4.54443
C 0.67420 2.97749 -5.28840
S 0.03052 4.56198 -5.79896
O 0.68594 5.06859 -6.99569
O -0.06516 5.46058 -4.66690
H 3.39463 2.24855 1.32364
H 2.92453 2.84467 2.92497
H 2.04731 3.36862 1.49146
H 1.88247 0.48972 1.54421
H 1.40033 1.06347 3.13244
H 0.95160 0.15347 -0.94035
H 1.30795 1.84041 -0.60732
H -0.85400 0.61800 -2.29805
H -1.25884 2.12702 -1.46087
H 0.28152 3.40056 -2.54960
H 1.38807 2.08918 -2.88017
H -0.95034 0.96558 -5.83931
H -1.61331 0.64526 -4.26938
H -1.28743 -1.68225 -4.39567
H 0.23629 -3.59404 -4.04187
H 2.68830 -3.23263 -3.97871
H 4.59026 -1.78808 -4.47674
H 4.30113 -0.54855 -3.26843
H 4.31599 -0.08296 -4.95740
H 2.08286 0.92796 -4.68214
H 0.77465 2.39631 -6.21139
H 1.66477 3.25885 -4.89494
H -1.23678 4.19304 -6.12323
C -1.74241 -4.62393 6.01702
O -2.16895 -4.09462 4.78161
C -3.41926 -3.41692 4.83184
C -3.24820 -1.93923 4.56192
N -2.54475 -1.28760 5.65903
C -2.17910 0.10241 5.39989
C -1.18277 0.37750 4.28259
O 0.12308 -0.11505 4.54948
C 0.36135 -1.44950 4.14627
H -0.83613 -5.19665 5.82669
H -1.51569 -3.83933 6.74780
H -2.49628 -5.29285 6.44596
H -3.90069 -3.57590 5.80184
H -4.06110 -3.84754 4.05803
H -4.23715 -1.48336 4.45648
H -2.72832 -1.83279 3.60033
H -1.70278 -1.81263 5.85923
H -1.76617 0.50925 6.32697
H -3.09430 0.66416 5.18741
H -1.07978 1.46078 4.18659
H -1.52564 0.01680 3.30748
H -0.24274 -1.71896 3.27628
H 0.17068 -2.16480 4.95286
H 1.41581 -1.52719 3.87502
```

natural (NBO) atomic charge list, values in e, 4 entries: -0.65 -0.09 -0.56 0.83



# 2
Density functional theory data (wB97M-V/def2-TZVPD) for a 2-piece molecular cluster, C8H14N2O2S overall at a distorted geometry.

## Properties
Relative energy (zero: lowest compared OMol25 entry of this formula, charge and spin) in kcal/mol: 119.6
HOMO energy in hartree: -0.2805
LUMO level in eV: -0.1
Kohn-Sham gap in eV: 7.56
Multiplicity: 1
Structure (SMILES): C=NS(C)(=O)=O.N=C=C1CCCC1

```
27
C8H14N2O2S (wB97M-V/def2-TZVPD)
C -0.38474 -1.79691 0.64338
C -2.64388 0.80415 -0.60586
C -2.91219 0.56157 0.80591
C -1.72766 -0.37333 -1.03927
C -1.63621 -0.00591 1.47917
C -1.09304 -0.73314 0.26155
C 1.79205 -1.08752 -1.42524
C 3.31321 1.76064 -0.40714
N 0.28155 -2.67890 1.12078
N 1.33169 -0.05924 -0.86758
O 1.36300 1.26109 1.28125
O 3.00369 -0.54279 0.93023
S 2.22500 0.56706 0.38671
H -3.54547 0.99528 -1.22720
H -2.14234 1.82067 -0.68033
H -3.25981 1.47496 1.35669
H -3.56633 -0.30182 0.93825
H -2.32498 -1.33381 -1.42534
H -1.10559 -0.07149 -1.81539
H -0.92049 0.75610 1.62119
H -1.90386 -0.62348 2.34832
H 1.19394 -1.65139 -2.17506
H 2.62216 -1.73690 -1.14730
H 1.29637 -2.64820 1.13890
H 2.96678 1.76191 -1.39150
H 3.45188 2.51233 0.39515
H 4.32525 1.36907 -0.50028
```

natural (NBO) atomic charge list, values in e, 4 entries: 0.45 -0.41 -0.40 -0.40



# 3
Density functional theory data (wB97M-V/def2-TZVPD) for C30H46MnN4OP2S4 as an isolated structure.

## Properties
Relative energy (zero: lowest compared OMol25 entry of this formula, charge and spin) in kcal/mol: 0.0
Charge: +2
HOMO energy (spin up / spin down) in hartree: -0.4746 / -0.4747
LUMO level (spin up / spin down) in eV: -4.6 / -5.2
Kohn-Sham gap (spin up / spin down) in eV: 8.29 / 7.73
Multiplicity: 2

```
88
C30H46MnN4OP2S4 (wB97M-V/def2-TZVPD)
Mn -0.34894 -0.06006 2.15424
C 0.96661 -0.72342 5.09652
C 0.78264 -2.15810 4.64830
S -0.38255 -2.36461 3.25132
C 0.60579 -3.49458 2.23119
C 1.89506 -2.87446 1.71668
S 1.65300 -1.25978 0.89795
C 2.99050 -0.28410 1.64330
C 2.92409 -0.14766 3.14773
S 1.31976 0.46860 3.76450
H 1.75836 -0.66323 5.84386
H 0.06120 -0.33639 5.56540
H 0.41705 -2.75545 5.48305
H 1.73144 -2.58993 4.33923
H -0.04221 -3.84055 1.42442
H 0.82499 -4.38048 2.82878
H 2.35011 -3.53630 0.97996
H 2.61960 -2.76802 2.52163
H 2.90889 0.67514 1.13286
H 3.95224 -0.71599 1.36243
H 3.69080 0.55177 3.48045
H 3.12780 -1.09433 3.64604
C 0.29436 3.34153 3.09945
P -0.61361 2.30612 1.90433
C -0.22016 3.17747 0.35350
C -2.38079 2.70625 2.15452
C -2.98149 3.86354 1.66805
C -4.35632 4.02858 1.75856
C -5.14275 3.03855 2.32924
C -4.55199 1.89408 2.84681
C -3.17488 1.73022 2.76731
P -2.27244 0.34950 3.52568
C -3.48320 -0.99744 3.71237
C -2.13546 0.94360 5.25419
H 0.01792 4.38731 2.96168
H 1.36419 3.23561 2.91824
H 0.09019 3.06066 4.12960
H -0.53023 4.22040 0.40550
H -0.68896 2.69031 -0.49729
H 0.85463 3.14259 0.18629
H -2.39335 4.64131 1.19930
H -4.81519 4.92841 1.37053
H -6.21688 3.15941 2.37731
H -5.17629 1.13667 3.30351
H -4.35435 -0.64887 4.26662
H -3.03858 -1.82329 4.26537
H -3.80004 -1.36392 2.73515
H -3.06560 1.44007 5.53036
H -1.31781 1.65174 5.36994
H -1.98948 0.11011 5.94480
N -1.55442 -1.68360 -0.03346
C -2.41595 -1.77379 -1.05836
C -3.06459 -0.56469 -1.14395
C -2.51616 0.20825 -0.12228
N -1.59234 -0.47287 0.56376
H -0.86397 -2.35625 0.24381
H -2.49612 -2.67341 -1.64695
H -3.80056 -0.26757 -1.86975
H -2.75605 1.22339 0.14128
C 4.39267 0.55070 -4.23636
C 4.21223 -0.94936 -4.04838
C 3.23409 -1.29582 -2.93196
N 1.86496 -0.91188 -3.27166
C 1.18704 0.11456 -2.76363
S 1.69394 1.03866 -1.45488
N -0.03267 0.41663 -3.33273
C -0.77004 -0.20524 -4.36590
O -1.97214 -0.25178 -4.26169
C -0.03638 -0.67379 -5.56598
C -0.47763 -1.82191 -6.22101
C 0.16290 -2.24478 -7.37390
C 1.22059 -1.50658 -7.89013
C 1.64420 -0.34648 -7.25312
C 1.02416 0.06747 -6.08636
H 5.07388 0.75815 -5.06080
H 4.79827 1.01518 -3.33605
H 3.44376 1.04348 -4.45786
H 5.16954 -1.42064 -3.81482
H 3.86724 -1.41231 -4.97906
H 3.49636 -0.77653 -2.01263
H 3.24014 -2.36990 -2.73601
H 1.48997 -1.34371 -4.10648
H -0.60200 1.00799 -2.74607
H -1.32782 -2.36378 -5.82603
H -0.16994 -3.14127 -7.88030
H 1.70933 -1.83014 -8.79992
H 2.45248 0.23892 -7.67129
H 1.34336 0.97606 -5.58982
```

Löwdin atomic charge list, values in e, 4 entries: -0.14 -0.45 -0.43 0.91



# 4
Density functional theory data (wB97M-V/def2-TZVPD) for an isolated ion of composition C4H7N2 and charge +1 at a distorted geometry.

## Properties
Relative energy (zero: lowest compared OMol25 entry of this formula, charge and spin) in kcal/mol: 100.7
Charge: +1
HOMO energy in hartree: -0.5658
LUMO level in eV: -4.9
Kohn-Sham gap in eV: 10.52
Multiplicity: 1
Structure (SMILES): C=N[N+]1=CCC1

```
13
C4H7N2 (wB97M-V/def2-TZVPD)
C 1.69848 0.15562 0.15518
C -2.68434 0.24805 -0.04463
C 0.90640 -1.10224 0.00021
C 0.36689 0.85810 0.31728
N -1.70923 -0.46108 0.34034
N -0.36821 -0.16362 0.09720
H 2.22030 0.17027 1.07382
H 2.39449 0.67652 -0.61697
H -2.61818 1.11814 -0.68560
H -3.71803 -0.19168 0.18846
H 0.76005 -1.66820 -0.98289
H 1.01134 -1.82158 0.84794
H -0.09841 1.87751 0.54498
```

natural (NBO) atomic charge list, values in e, 4 entries: -0.48 0.01 -0.18 0.24